w.
DFT (wB97M-V/def2-TZVPD) results for 2 unconnected molecules or ions with the total composition C4H12O2S.

Results
* SMILES: OCCCCS.O
* LUMO level: 0.8 eV

```
! RIJCOSX wB97M-V def2-TZVPD def2/J DEFGRID3
* xyz 0 1
O 2.38067 -0.00484 0.74166
S -3.04162 0.62649 -0.24420
C -1.81960 -0.05027 0.81766
H 0.50251 -1.18742 1.45011
H -0.26120 2.23034 -1.25875
H -1.76312 0.48149 1.81009
C 0.42541 -1.20391 0.32597
H 1.78688 -0.45133 -1.23144
C -0.54509 0.02228 0.00002
H -0.50173 -0.13860 -1.06434
H -4.01187 -0.29594 -0.00166
H -1.97601 -1.07666 1.19559
H 0.95136 3.15061 -1.75239
O 0.53301 2.24175 -1.91513
H 2.49802 -1.89006 -0.05690
H -0.13574 1.02094 0.14185
H 0.04002 -2.14476 -0.10383
H 3.09474 -0.35858 1.28104
C 1.84335 -0.97154 -0.13535
*
```

x.
DFT (wB97M-V/def2-TZVPD) results for 2 unconnected molecules or ions with the total composition C4H12O2S.

Results
* SMILES: COCCCS.O
* LUMO level: 0.5 eV

```
! RIJCOSX wB97M-V def2-TZVPD def2/J DEFGRID3
* xyz 0 1
O -4.08519 2.67873 6.48378
H -4.11378 2.89613 5.52452
H 0.89447 2.44997 4.65808
H -0.81616 1.26724 1.95787
H -0.83973 2.10685 4.39185
H -0.76176 1.66047 6.65578
S 0.04675 0.72172 6.11954
H 0.61103 0.63952 -0.65899
H -0.13122 -0.28990 3.59877
C 0.51518 0.60139 3.48382
H -3.94287 1.70553 6.51341
H -1.00913 0.43830 0.07851
H 0.87117 1.84387 1.82950
H -0.08514 -0.99906 -0.45962
C 0.15396 1.63778 4.52602
C 0.00000 0.00000 0.00000
O 0.49078 -0.14798 1.27154
C 0.24220 0.97129 2.09111
H 1.55478 0.29441 3.70841
*
```

Quick ranking, most stable first: x, w.

w.
DFT (wB97M-V/def2-TZVPD) results for 2 unconnected molecules or ions with the total composition C3H3N2OP.

Results
* LUMO level (alpha / beta): -2.9 / -2.9 eV

```
! RIJCOSX wB97M-V def2-TZVPD def2/J DEFGRID3
* xyz 0 1
N -3.96509 -2.33205 -0.23290
H -0.11675 -0.01407 1.03004
H -0.03680 0.75890 -0.42894
C -2.90070 -1.98831 -0.44717
H 1.48954 -0.25217 -0.11328
O 0.58492 -2.74233 -0.12282
P -0.23955 -1.66842 -0.66705
C -0.16211 -1.53984 -2.44409
N -0.26611 -1.56026 -3.56723
C 0.31703 -0.08435 0.05285
*
```

x.
DFT (wB97M-V/def2-TZVPD) results for 2 unconnected molecules or ions with the total composition C3H3N2OP.

Results
* SMILES: N#CP=C=N.C=O
* LUMO level: -0.1 eV

```
! RIJCOSX wB97M-V def2-TZVPD def2/J DEFGRID3
* xyz 0 1
C 3.14085 1.31978 -0.04951
H 1.19384 1.82730 -0.63265
N 2.22502 1.84341 -0.61872
C -0.03347 -0.83744 -0.27973
C 3.69651 -0.97379 0.37248
O 0.11240 0.26083 -0.68645
P 4.56460 0.58181 0.42224
H -0.99586 -1.30652 -0.14901
N 2.92693 -1.84430 0.34619
H 0.88797 -1.24974 0.18258
*
```

Quick ranking, most stable first: x, w.

w.
DFT (wB97M-V/def2-TZVPD) results for 2 unconnected molecules or ions with the total composition CH7N3O.

Results
* SMILES: [H]/N=C/N.NO
* LUMO level: 0.9 eV

```
! RIJCOSX wB97M-V def2-TZVPD def2/J DEFGRID3
* xyz 0 1
H 1.26384 -0.25293 1.56301
H -3.07082 -0.23494 0.09136
C -1.13400 0.00436 -0.38882
N 1.85437 -0.24261 -0.25184
N -2.30018 0.41078 0.17992
H -0.29462 0.96458 -0.31536
H 1.39160 0.70758 -0.49337
H 0.60074 -1.01655 -0.45075
O 2.13509 -0.16210 1.14379
N -0.65409 -1.12655 -0.50567
H 2.74007 -0.43953 -0.71460
H -2.53200 1.38792 0.14232
*
```

x.
DFT (wB97M-V/def2-TZVPD) results for 2 unconnected molecules or ions with the total composition CH7N3O.

Results
* SMILES: N=C(N)N.O
* LUMO level: 0.6 eV

```
! RIJCOSX wB97M-V def2-TZVPD def2/J DEFGRID3
* xyz 0 1
H 0.71864 2.09438 -2.16305
H -0.08850 -1.55277 -1.51769
H 0.20304 2.15089 0.35711
H -0.05264 -1.51842 3.05758
H -0.97910 -0.87901 -0.30867
N -0.20714 -0.74398 -0.94179
H 0.00894 0.61567 0.99858
N -0.04701 1.21122 0.19031
C 0.13257 0.58420 -1.07931
O 0.23651 -1.50226 2.14754
N 0.50846 1.09535 -2.18074
H -0.43376 -1.55527 1.44013
*
```

Quick ranking, most stable first: x, w.

w.
DFT (wB97M-V/def2-TZVPD) results for a single CH3F3Si molecule.

Results
* SMILES: F[SiH2]C(F)F
* LUMO level: -0.1 eV

```
! RIJCOSX wB97M-V def2-TZVPD def2/J DEFGRID3
* xyz 0 1
H 1.37123 0.17765 1.54518
F 1.63400 1.03403 -0.15551
H -0.88994 -1.18680 -0.91419
F -2.65101 -0.22725 0.23738
Si -1.07034 0.03011 -0.23777
H -0.92264 1.38245 -0.93377
C 1.04060 -0.01327 0.44935
F 1.48809 -1.19692 0.00932
*
```

x.
DFT (wB97M-V/def2-TZVPD) results for 2 unconnected molecules or ions with the total composition CH3F3Si.

Results
* LUMO level: -1.5 eV

```
! RIJCOSX wB97M-V def2-TZVPD def2/J DEFGRID3
* xyz 0 1
F -3.92634 0.82808 1.02729
C -3.38840 -0.03132 0.13736
H -2.31414 0.19410 0.47338
H 1.61997 0.40695 0.55638
Si 0.22324 -0.04732 -0.07661
F -3.98134 -1.23462 0.36299
H 0.90586 -0.85631 -1.13757
F -3.64845 0.45614 -1.16768
*
```

Quick ranking, most stable first: w, x.